(1)
{
  "formula": "C28H24N9O7S2Yb",
  "method": "ωB97M-V/def2-TZVPD",
  "symbols": ["Yb", "C", "C", "N", "N", "C", "O", "C", "C", "C", "C", "C", "C", "C", "C", "C", "C", "C", "N", "H", "H", "H", "H", "H", "H", "H", "H", "H", "H", "H", "H", "N", "C", "N", "C", "N", "N", "C", "N", "C", "C", "C", "C", "C", "N", "H", "H", "H", "H", "H", "H", "H", "H", "O", "S", "O", "O", "C", "C", "C", "C", "C", "C", "S", "O", "O", "O", "H", "H", "H", "H"],
  "coordinates": [[-0.344, 0.014, 0.119], [-0.788, -4.065, -1.790], [-1.211, -2.748, -1.207], [-0.684, -1.600, -1.504], [0.356, -1.499, -2.359], [0.815, -0.241, -2.419], [0.210, 0.756, -1.919], [2.129, -0.059, -3.068], [2.733, 1.194, -2.975], [4.008, 1.392, -3.465], [4.693, 0.339, -4.052], [4.106, -0.915, -4.127], [2.830, -1.120, -3.637], [-2.209, -2.686, -0.141], [-2.953, -3.803, 0.269], [-3.882, -3.667, 1.281], [-4.095, -2.414, 1.841], [-3.307, -1.361, 1.397], [-2.376, -1.485, 0.461], [-0.014, -3.889, -2.530], [-1.626, -4.586, -2.256], [-0.366, -4.681, -0.997], [2.184, 1.994, -2.499], [4.479, 2.362, -3.383], [5.689, 0.496, -4.441], [4.665, -1.733, -4.560], [2.366, -2.092, -3.674], [-2.789, -4.767, -0.188], [-4.446, -4.523, 1.622], [-4.850, -2.259, 2.595], [-3.435, -0.364, 1.800], [-2.115, 1.355, 3.511], [-1.913, 2.230, 2.507], [-1.779, 3.512, 2.823], [-1.677, 4.358, 1.807], [-1.466, 5.653, 2.082], [-1.861, 4.019, 0.518], [-2.006, 2.727, 0.304], [-1.979, 1.769, 1.237], [-2.342, 2.280, -1.064], [-2.643, 3.195, -2.070], [-3.055, 2.712, -3.300], [-3.167, 1.341, -3.472], [-2.830, 0.507, -2.416], [-2.413, 0.956, -1.241], [-1.798, 1.707, 4.403], [-1.787, 0.418, 3.295], [-1.197, 5.894, 3.019], [-1.256, 6.272, 1.321], [-2.556, 4.250, -1.864], [-3.284, 3.390, -4.109], [-3.507, 0.923, -4.406], [-2.894, -0.570, -2.508], [2.819, -2.513, -0.145], [1.962, -1.579, 0.531], [1.860, -0.258, -0.098], [0.617, -2.097, 0.808], [2.761, -1.167, 2.083], [3.860, -1.907, 2.480], [4.595, -1.527, 3.591], [4.245, -0.379, 4.285], [3.149, 0.366, 3.880], [2.405, -0.028, 2.779], [0.850, 0.844, 2.510], [0.676, 1.654, 3.695], [0.803, 1.638, 1.274], [-0.163, -0.228, 2.401], [4.114, -2.774, 1.892], [5.436, -2.123, 3.911], [4.815, -0.068, 5.146], [2.834, 1.251, 4.409]],
  "atomic_forces_ev_per_a": [[-2.83, 0.19, -0.70], [0.03, 0.48, -0.05], [0.65, 0.48, -0.76], [-0.47, -0.70, -0.01], [0.51, -0.24, -0.48], [-0.57, -0.79, -0.63], [0.16, 0.37, 0.30], [0.27, 0.20, -0.05], [-0.23, -0.08, -0.01], [0.10, 0.08, -0.09], [0.03, 0.02, 0.04], [0.09, -0.01, -0.10], [-0.13, 0.12, 0.03], [-0.65, -0.03, 0.67], [0.38, 0.29, -0.23], [-0.10, 0.32, 0.08], [0.07, -0.17, -0.21], [-0.19, 0.09, 0.09], [0.40, -0.51, 0.01], [0.00, 0.01, -0.05], [-0.01, -0.06, 0.05], [-0.04, -0.13, 0.07], [0.00, 0.04, 0.03], [-0.01, 0.04, 0.00], [0.08, -0.02, -0.01], [-0.04, -0.09, -0.04], [-0.02, -0.12, 0.03], [0.05, 0.01, -0.08], [-0.05, -0.06, 0.00], [0.02, 0.06, 0.10], [0.05, 0.00, 0.05], [-0.02, -0.16, 0.02], [-0.58, 0.51, -0.16], [0.14, 0.12, 0.38], [-0.35, -0.51, -0.04], [0.13, 0.14, 0.06], [0.11, 0.02, -0.40], [-0.18, 0.30, 0.74], [0.17, -0.13, -0.24], [-0.25, -0.04, -0.71], [0.08, -0.13, 0.21], [0.08, -0.18, 0.10], [-0.03, 0.07, 0.16], [-0.06, -0.10, -0.07], [0.21, 0.48, 0.06], [-0.02, -0.06, -0.06], [-0.17, 0.18, 0.19], [0.00, 0.03, -0.03], [0.00, 0.03, 0.00], [0.02, 0.04, 0.01], [-0.03, 0.04, -0.02], [-0.01, -0.07, -0.08], [0.09, -0.02, -0.08], [-0.11, 0.26, 0.28], [1.89, -1.97, 0.23], [0.14, -0.01, 0.01], [0.00, 0.34, -0.08], [0.05, -0.21, -0.60], [-0.17, -0.10, -0.12], [-0.10, 0.11, 0.07], [0.03, -0.08, -0.12], [-0.14, 0.15, -0.04], [-0.46, 0.32, 0.19], [0.55, 1.29, 2.52], [0.41, -0.28, -0.38], [0.45, 0.05, 0.01], [0.26, -0.12, -0.21], [0.13, -0.10, -0.04], [0.09, -0.04, 0.01], [0.06, 0.05, 0.08], [0.03, 0.03, 0.13]],
  "multiplicity": 2
}



(2)
{
  "formula": "H14O7",
  "method": "ωB97M-V/def2-TZVPD",
  "symbols": ["O", "H", "H", "O", "H", "H", "O", "H", "H", "O", "H", "H", "O", "H", "H", "O", "H", "H", "O", "H", "H"],
  "coordinates": [[-6.468, 5.369, -8.460], [-6.550, 5.720, -7.560], [-7.288, 5.618, -8.892], [-12.340, 4.404, -8.650], [-12.376, 4.008, -9.529], [-12.990, 3.919, -8.133], [-6.817, 6.434, -5.822], [-6.764, 5.857, -5.053], [-7.543, 7.035, -5.631], [-10.148, 4.112, -4.952], [-10.788, 4.806, -4.763], [-10.672, 3.309, -5.035], [-13.193, 6.885, -10.076], [-14.123, 7.107, -9.980], [-13.044, 6.144, -9.476], [-9.762, 5.544, -7.864], [-10.569, 5.188, -8.260], [-9.815, 5.319, -6.930], [-8.017, 8.104, -8.888], [-8.639, 7.678, -9.485], [-8.153, 7.649, -8.053]],
  "atomic_forces_ev_per_a": [[0.18, -0.18, 0.07], [-0.01, -0.06, -0.20], [-0.05, 0.01, 0.04], [-0.19, -0.02, -0.20], [0.07, -0.05, -0.01], [0.02, -0.01, 0.06], [-0.07, 0.11, 0.18], [0.01, -0.08, -0.04], [0.03, 0.05, 0.03], [-0.03, 0.23, -0.11], [-0.04, -0.04, 0.13], [0.04, -0.05, -0.02], [-0.03, -0.05, -0.05], [-0.01, 0.04, -0.01], [0.04, 0.06, 0.10], [0.07, 0.28, -0.12], [0.05, 0.02, 0.21], [0.08, -0.30, -0.01], [0.00, 0.16, -0.06], [-0.09, 0.01, 0.04], [-0.07, -0.12, -0.04]],
  "smiles": "O.O.O.O.O.O.O"
}



(3)
{
  "formula": "C24H30FFeN4O9",
  "method": "ωB97M-V/def2-TZVPD",
  "symbols": ["Fe", "O", "C", "C", "N", "C", "C", "O", "O", "C", "C", "O", "O", "H", "H", "H", "H", "H", "H", "H", "H", "H", "F", "C", "C", "C", "C", "O", "C", "C", "N", "C", "C", "C", "C", "C", "C", "N", "C", "C", "N", "C", "C", "C", "O", "O", "H", "H", "H", "H", "H", "H", "H", "H", "H", "H", "H", "H", "H", "H", "H", "H", "H", "H", "C", "O", "H", "H", "H"],
  "coordinates": [[-0.299, -0.755, -4.061], [-0.649, 2.910, -4.607], [-1.501, 2.732, -3.511], [-2.606, 1.708, -3.750], [-2.267, 0.310, -3.395], [-3.252, -0.591, -4.033], [-2.782, -1.100, -5.394], [-3.585, -1.363, -6.264], [-1.497, -1.263, -5.466], [-2.318, 0.129, -1.940], [-1.624, -1.167, -1.519], [-1.570, -1.444, -0.318], [-1.106, -1.834, -2.475], [-0.207, 2.048, -4.811], [-1.978, 3.698, -3.326], [-0.940, 2.473, -2.601], [-2.866, 1.743, -4.809], [-3.506, 1.987, -3.184], [-4.231, -0.113, -4.118], [-3.367, -1.482, -3.413], [-3.352, 0.140, -1.572], [-1.792, 0.947, -1.445], [0.056, 3.057, 1.715], [0.472, 1.785, 1.489], [0.710, 1.367, 0.211], [1.070, 0.040, -0.022], [1.097, -0.444, -1.411], [0.651, 0.305, -2.296], [1.557, -1.787, -1.589], [1.746, -2.556, -0.489], [1.587, -2.150, 0.795], [1.634, -3.113, 1.863], [2.699, -4.160, 1.839], [2.766, -3.052, 2.851], [1.227, -0.842, 1.051], [0.983, -0.387, 2.349], [0.585, 0.916, 2.574], [0.242, 1.290, 3.911], [-1.050, 0.833, 4.399], [-0.888, 0.505, 5.897], [0.371, 1.188, 6.357], [0.379, 2.622, 5.918], [0.533, 2.632, 4.381], [1.733, -2.501, -2.919], [2.346, -3.556, -2.911], [1.254, -1.920, -3.962], [0.565, 2.028, -0.633], [2.011, -3.593, -0.640], [0.656, -3.403, 2.230], [3.415, -4.130, 1.030], [2.422, -5.150, 2.168], [3.511, -2.286, 2.684], [2.551, -3.279, 3.887], [1.089, -1.057, 3.191], [-1.355, -0.056, 3.852], [-1.831, 1.591, 4.258], [-0.760, -0.559, 6.086], [-1.704, 0.885, 6.507], [1.144, 0.726, 5.868], [0.503, 1.091, 7.362], [1.188, 3.138, 6.428], [-0.570, 3.046, 6.243], [1.552, 2.890, 4.095], [-0.133, 3.397, 3.975], [1.899, 0.996, -4.909], [0.555, 0.623, -5.004], [2.013, 1.923, -4.331], [2.310, 1.172, -5.909], [2.504, 0.218, -4.431]],
  "atomic_forces_ev_per_a": [[0.14, 0.44, -0.08], [-0.06, 0.13, 0.05], [-0.01, 0.06, -0.03], [0.04, -0.03, -0.01], [-0.14, 0.04, 0.13], [-0.05, -0.03, 0.05], [0.10, -0.01, 0.01], [-0.03, 0.02, 0.03], [-0.09, -0.17, -0.13], [0.07, 0.09, -0.02], [-0.10, -0.04, 0.02], [-0.05, 0.02, -0.03], [0.01, -0.11, 0.07], [-0.06, -0.03, -0.04], [-0.01, 0.00, 0.02], [0.03, -0.04, 0.00], [0.05, -0.04, -0.02], [-0.02, 0.02, -0.01], [0.01, 0.04, -0.03], [0.01, 0.01, -0.01], [-0.01, -0.04, 0.00], [0.00, 0.00, -0.04], [0.01, -0.02, -0.01], [-0.07, -0.01, -0.05], [-0.01, -0.04, 0.06], [0.01, 0.04, 0.04], [-0.04, 0.03, -0.03], [0.12, -0.14, 0.01], [-0.01, 0.03, 0.04], [-0.06, -0.04, -0.01], [0.05, 0.04, -0.01], [0.00, -0.04, 0.03], [0.00, 0.03, 0.01], [-0.02, -0.01, -0.02], [0.03, 0.04, 0.00], [0.05, 0.01, -0.01], [0.01, 0.00, 0.04], [0.03, -0.10, 0.02], [-0.08, 0.04, -0.04], [0.02, 0.03, 0.02], [0.05, -0.03, 0.03], [-0.01, -0.03, 0.01], [0.03, 0.06, 0.01], [0.12, 0.00, -0.18], [0.00, 0.01, 0.02], [-0.02, -0.14, 0.16], [0.01, 0.01, 0.00], [0.02, 0.00, 0.01], [-0.01, 0.00, -0.02], [0.00, -0.01, -0.01], [0.01, 0.00, 0.00], [0.00, 0.00, 0.02], [0.01, 0.01, 0.00], [-0.02, 0.01, 0.01], [0.01, 0.00, 0.00], [0.01, 0.00, -0.01], [0.00, 0.00, -0.03], [-0.01, -0.02, 0.00], [-0.02, 0.00, -0.01], [-0.04, 0.03, 0.00], [0.01, 0.00, -0.01], [0.01, 0.02, 0.00], [0.00, 0.00, 0.01], [0.00, -0.01, -0.02], [0.17, -0.05, 0.06], [-0.13, -0.06, -0.09], [-0.01, -0.01, 0.00], [-0.03, 0.01, 0.00], [-0.01, 0.02, -0.02]],
  "multiplicity": 6
}



(4)
{
  "formula": "C5H6IN",
  "method": "ωB97M-V/def2-TZVPD",
  "symbols": ["C", "C", "C", "C", "I", "C", "N", "H", "H", "H", "H", "H", "H"],
  "coordinates": [[1.002, -0.598, 0.201], [-0.092, -1.208, 0.030], [-1.537, -0.721, 0.130], [-1.320, 0.617, -0.468], [-2.458, 2.413, 0.113], [-0.437, 0.908, -1.410], [0.581, 1.191, -2.132], [1.868, -1.112, -0.198], [1.312, 0.159, 0.607], [-0.217, -2.221, -0.535], [-2.251, -1.493, -0.357], [-1.739, -0.706, 1.146], [0.456, 0.989, -3.264]],
  "atomic_forces_ev_per_a": [[1.76, -7.69, -3.62], [-4.80, -4.87, -2.30], [1.27, -0.92, -1.27], [-1.24, 2.43, -1.06], [0.42, -1.09, -0.35], [2.28, 0.63, -1.90], [-3.30, -1.36, -1.24], [0.19, -0.44, 0.08], [1.97, 8.71, 4.34], [1.42, 1.59, 1.07], [1.05, 1.74, 0.46], [-1.02, 0.53, 2.02], [0.00, 0.75, 3.77]],
  "smiles": "C=CCC(I)=C=N"
}



The calculation returns the following energy above the lowest of the compared OMol25 structures with the same formula, charge and spin values, one per record and in order: 84.5 165.6 0.0 382.8 kJ/mol.
The calculation returns the following E values, one per record and in order: -4056.244019 -535.060769 -3192.299699 -546.396585 hartree.
The calculation returns the following maximum force values, one per record and in order: 2.92 0.31 0.47 9.93 eV/Å.